Below is C18H32N10O5PbS2 as an isolated structure, with properties calculated with the ωB97M-V functional and the def2-TZVPD basis.

Results
- F_max: 0.6 eV Å⁻¹
- Multiplicity: 2
- E_HOMO (spin up / spin down): -0.33877 / -0.33731 hartree
- Kohn-Sham gap (spin up / spin down): 0.2539 / 0.1686 Ha
- Expectation value of S²: 0.776
- Charge: +1

The geometry in XYZ format:
```
68
Properties=species:S:1:pos:R:3:forces:R:3
Pb 0.00477 -0.02628 -0.00013 -0.09 0.08 -0.04
O 2.27014 1.19508 0.02340 -0.19 -0.02 0.11
N 2.74056 1.21425 -1.18464 0.01 0.14 -0.22
C 4.02538 0.83436 -1.38696 0.27 -0.14 -0.06
C 4.58568 0.83950 -2.63275 -0.02 0.00 0.15
C 3.82440 1.25123 -3.72933 -0.22 0.08 -0.01
C 2.51351 1.59971 -3.52938 0.25 -0.11 -0.09
C 1.94123 1.55719 -2.25126 -0.43 -0.08 0.17
S 0.27203 1.84729 -2.01306 0.03 0.28 0.04
H 4.54917 0.52976 -0.49502 -0.08 0.01 0.05
H 5.60682 0.50628 -2.74402 0.00 0.03 -0.01
H 4.24377 1.26018 -4.72488 0.02 -0.01 0.01
H 1.87230 1.88493 -4.34984 -0.01 -0.05 0.00
N -1.21104 -2.22897 -0.58751 -0.09 -0.14 0.16
C -2.44834 -1.96559 -1.32244 -0.06 0.11 0.11
C -3.36042 -3.18775 -1.48291 0.12 -0.01 0.00
C -3.81990 -3.93285 -0.22519 0.03 0.22 -0.12
C -4.84475 -3.21228 0.64762 -0.11 -0.21 -0.11
N -4.23694 -2.39418 1.70073 0.10 0.16 -0.01
C -4.76093 -1.27876 2.20843 0.02 -0.22 -0.17
N -4.43203 -0.92370 3.45645 0.23 0.25 0.34
N -5.64517 -0.56953 1.51669 -0.01 0.08 -0.20
C -3.15347 -0.71515 -0.74638 -0.19 0.03 -0.02
O -4.38603 -0.63941 -0.90767 0.09 -0.04 0.12
O -2.43121 0.16196 -0.18347 0.10 -0.05 0.06
H -0.54963 -2.76803 -1.13603 0.10 0.07 0.03
H -1.38890 -2.71185 0.28655 -0.01 -0.06 -0.04
H -2.14686 -1.66708 -2.33106 0.03 0.04 -0.01
H -2.80940 -3.90249 -2.09951 -0.06 -0.03 -0.02
H -4.24279 -2.88951 -2.04881 0.04 0.06 -0.04
H -2.96327 -4.26286 0.37367 -0.05 -0.03 0.06
H -4.30708 -4.84508 -0.56988 0.06 -0.08 0.02
H -5.49121 -3.95211 1.12662 0.01 0.04 0.07
H -5.46328 -2.57788 0.02330 -0.01 0.03 -0.01
H -3.55105 -2.86014 2.27436 -0.01 0.00 0.03
H -3.66818 -1.37991 3.92933 0.01 -0.10 -0.05
H -4.56656 0.02870 3.74922 -0.02 0.07 -0.10
H -5.50545 -0.55128 0.49142 0.19 0.01 0.07
H -5.96489 0.29596 1.91904 -0.02 -0.03 0.04
N -0.24688 2.21053 1.33451 -0.08 -0.03 0.08
C -0.98527 2.14712 2.59121 0.15 -0.05 -0.05
C -0.60342 3.32018 3.52311 -0.20 -0.03 0.06
C -1.66276 3.85171 4.50305 0.13 -0.09 0.04
C -1.66696 3.27362 5.91758 -0.06 -0.01 -0.15
N -0.44908 3.60531 6.66463 0.04 0.06 -0.11
C 0.59881 2.81913 6.89134 -0.07 0.27 0.11
N 1.63812 3.32566 7.58027 0.00 -0.14 -0.06
N 0.63256 1.56926 6.47308 -0.24 -0.35 -0.36
C -0.83587 0.74686 3.23134 -0.20 -0.08 0.57
O -1.19863 0.66223 4.44077 0.21 0.18 -0.05
O -0.42674 -0.21535 2.54862 -0.01 0.08 -0.27
H 0.74916 2.34917 1.48289 -0.01 0.04 -0.08
H -0.58048 2.95198 0.73098 0.05 0.00 -0.03
H -2.04712 2.22355 2.33434 0.00 0.03 0.01
H -0.36985 4.14711 2.85132 0.10 0.02 0.02
H 0.32206 3.08389 4.05843 0.05 0.00 -0.06
H -2.66014 3.71216 4.07803 -0.01 0.00 0.04
H -1.52021 4.93170 4.60099 -0.07 0.03 -0.04
H -1.79229 2.19778 5.89103 0.00 -0.08 0.02
H -2.49664 3.70380 6.47804 -0.02 -0.04 0.04
H -0.36250 4.56615 6.95266 0.06 0.01 0.03
H 1.59260 4.23547 8.00134 -0.03 0.00 0.03
H 2.42127 2.74464 7.81939 0.02 0.02 -0.01
H -0.05087 1.19873 5.78793 0.01 0.04 -0.01
H 1.43743 0.99795 6.66487 0.00 0.02 0.02
S 2.72283 -2.22507 -3.91907 0.17 -0.10 -0.27
C 1.90896 -1.69695 -2.63380 -0.21 0.15 0.43
N 1.30701 -1.31235 -1.69510 0.21 -0.35 -0.30
```
Positions in Å, forces in eV/Å.

Below is C30H20Cl3F6N7O10S4Ti as an isolated structure in a non-equilibrium geometry, with properties calculated with the ωB97M-V functional and the def2-TZVPD basis.

Results
- F_max: 3.4 eV Å⁻¹
- Multiplicity: 1
- E_HOMO (spin up / spin down): -0.01656 / -0.01631 hartree
- Kohn-Sham gap (spin up / spin down): 0.1239 / 0.1237 Ha
- Charge: -2

The geometry in XYZ format:
```
81
Properties=species:S:1:pos:R:3:forces:R:3
Ti -1.53942 1.39835 2.41933 -1.10 2.12 -0.69
N -1.39298 5.40073 4.47756 -0.04 0.13 0.24
C -1.62272 4.13105 3.95837 -0.68 -0.30 0.03
S -0.46523 2.89435 4.28553 -0.10 -0.05 0.18
N -2.73814 3.97104 3.31510 -0.15 0.68 0.23
N -2.91960 2.73389 2.75883 0.98 -0.16 -0.24
C -4.14024 2.44716 2.25909 -0.86 -0.44 -0.27
C -4.27840 1.21311 1.64743 -0.14 1.01 0.58
C -5.48729 0.71683 1.08789 -0.15 -0.50 -0.30
C -5.52726 -0.53739 0.56090 -0.23 0.50 0.17
C -4.35653 -1.34463 0.60576 0.48 -0.11 0.13
C -3.21159 -0.81350 1.13235 -0.41 -0.55 -0.20
N -3.12597 0.43858 1.61637 -0.18 0.48 -0.31
H -0.41045 5.59309 4.58317 0.03 0.02 -0.08
H -1.87956 6.10655 3.94388 0.04 0.01 -0.03
H -4.94531 3.16983 2.32600 0.05 0.00 0.03
H -6.36311 1.35318 1.10933 0.00 0.03 -0.04
H -6.44158 -0.92712 0.12915 -0.02 0.01 0.00
H -4.36950 -2.36029 0.23524 0.08 -0.01 -0.01
H -2.30425 -1.40392 1.17475 0.02 0.01 -0.01
F -4.47524 4.50487 -0.53442 0.13 -0.15 -0.13
C -3.21221 4.94075 -0.55360 0.09 0.04 0.13
F -3.13911 5.92076 -1.47313 0.10 -0.13 -0.04
F -2.93834 5.47468 0.63208 -0.03 -0.03 -0.02
S -2.00653 3.55518 -0.92303 -0.91 0.38 0.03
O -2.39676 2.50653 -0.03155 0.05 0.21 -0.70
O -2.13083 3.35455 -2.33449 0.27 0.09 -0.17
N -0.62596 4.25283 -0.56805 -0.07 -0.23 0.14
S -0.04901 4.06518 0.88878 0.56 0.37 -0.30
O -0.18365 5.21486 1.72072 -0.02 0.03 0.06
O -0.28879 2.75008 1.43539 0.68 0.47 -0.64
C 1.78463 4.07525 0.52611 0.03 -0.07 -0.10
F 2.11148 3.38694 -0.57473 -0.10 0.02 0.07
F 2.21174 5.33350 0.34793 -0.14 -0.06 -0.02
F 2.45097 3.55975 1.55600 -0.14 -0.01 -0.03
O 0.79661 -3.08309 5.66244 0.09 -0.02 -0.06
C 0.33317 -2.19113 4.99489 -0.22 -0.12 0.37
C 0.97472 -1.52690 3.80584 0.28 0.12 -0.54
O 2.03163 -1.85857 3.28011 -0.01 -0.01 0.06
C 0.04760 -0.48825 3.41504 -0.49 -0.15 0.68
C -1.11735 -0.50563 4.21650 0.22 0.67 -0.82
O -2.03486 0.34716 3.90392 0.15 -2.42 2.41
C -1.04116 -1.55616 5.21620 -0.09 -0.32 0.29
O -1.85432 -1.92514 6.03599 0.02 0.07 0.01
O 0.07636 0.38480 2.45795 1.78 -1.34 0.13
Cl 5.90633 -1.96289 -5.92416 0.07 -0.01 -0.14
C 4.99107 -2.23903 -4.47758 -0.22 0.11 0.24
C 4.09362 -1.27949 -4.03647 0.14 -0.16 -0.16
C 3.38069 -1.51921 -2.87720 -0.04 0.04 0.12
C 3.53135 -2.68204 -2.12566 0.25 -0.19 -0.09
C 2.76941 -2.90710 -0.83439 -0.12 0.19 0.11
C 2.66486 -1.65091 0.07008 -0.12 -0.28 -0.04
N 1.54521 -0.78550 -0.22399 0.01 -0.09 0.02
C 1.56390 0.43380 -0.85157 -0.07 0.34 -0.22
C 0.26463 0.84656 -0.91735 0.08 -0.25 -0.08
N -0.55543 -0.07768 -0.32473 0.27 -0.29 -0.17
C 0.25032 -1.03179 0.07937 -0.31 -0.01 -0.14
O 1.50025 -3.53619 -1.01218 0.17 -0.06 -0.04
C 0.70093 -3.17961 -2.12681 0.01 0.05 -0.01
C 1.09127 -3.85276 -3.41924 -0.05 -0.42 0.26
C 1.32588 -5.18904 -3.57015 0.06 0.24 -0.35
Cl 1.26352 -6.38845 -2.35270 -0.03 -0.12 0.01
S 1.68305 -5.62085 -5.20977 -0.10 0.27 0.32
C 1.48328 -3.98385 -5.71000 0.07 -0.30 0.05
C 1.17964 -3.17450 -4.66488 0.00 0.07 -0.26
C 4.44502 -3.62503 -2.61258 -0.25 0.31 0.03
Cl 4.70837 -5.12187 -1.78027 0.03 -0.14 0.03
C 5.17072 -3.41458 -3.77383 0.07 -0.07 -0.10
H 3.94658 -0.36852 -4.59911 0.01 0.02 0.01
H 2.67220 -0.77191 -2.55061 -0.02 0.01 0.03
H 3.32369 -3.63476 -0.24083 0.06 0.06 -0.07
H 3.58764 -1.07659 -0.01862 -0.02 0.04 0.09
H 2.55943 -1.97356 1.10641 0.04 0.01 0.02
H 2.47566 0.91377 -1.16048 0.06 -0.02 0.07
H -0.12654 1.73243 -1.37985 0.04 0.11 0.02
H -0.05112 -1.94577 0.56616 0.05 0.03 0.15
H 0.66784 -2.09852 -2.29092 -0.04 0.00 0.07
H -0.30454 -3.50240 -1.84632 0.00 0.10 -0.03
H 1.60921 -3.72919 -6.74879 0.01 0.07 -0.01
H 1.01147 -2.11185 -4.76578 0.01 0.03 0.01
H 5.86493 -4.16483 -4.12407 0.00 0.00 0.01
```
Positions in Å, forces in eV/Å.